{
  "formula": "C33H50Cl2LaN3O4Si",
  "method": "the ωB97M-V functional and the def2-TZVPD basis",
  "e_lumo_ev": -0.08,
  "total_charge": 0,
  "e_homo_ha": -0.229,
  "energy_ha": -2994.234604,
  "homo_lumo_gap_ev": 6.153,
  "species": ["C", "H", "H", "H", "C", "H", "H", "H", "C", "C", "H", "H", "C", "C", "H", "H", "C", "H", "Si", "C", "C", "H", "H", "C", "H", "H", "O", "H", "O", "H", "H", "H", "H", "O", "C", "C", "C", "H", "C", "H", "H", "H", "C", "H", "C", "O", "H", "C", "C", "H", "N", "H", "H", "H", "C", "H", "H", "C", "C", "H", "N", "H", "C", "N", "C", "H", "C", "H", "H", "C", "H", "H", "H", "H", "H", "H", "La", "C", "C", "H", "Cl", "H", "H", "H", "Cl", "C", "C", "H", "C", "H", "C", "C", "H", "C"],
  "xyz": [[-2.4144, -1.0269, -1.0888], [-0.0895, -1.3782, -5.2482], [-1.3330, -5.3638, 3.5284], [-3.4921, 3.8564, -0.2831], [0.2660, 1.6810, -6.6404], [-0.7366, -4.5290, -0.1517], [3.7048, -3.7891, -4.8035], [2.2390, -3.3142, -1.7679], [-2.0124, -4.7590, 2.9051], [3.0350, 1.0802, 4.9769], [2.3146, -3.8360, -5.8734], [0.0124, 2.2071, -7.5848], [2.6514, 1.0880, 3.5719], [2.6214, -3.6282, -4.8384], [-2.7767, -5.3987, 2.4516], [-3.1121, 0.8658, -4.4007], [2.0563, -1.7528, -3.2797], [-0.0029, -3.2544, 3.1708], [-1.8113, -0.6476, -2.8527], [-3.2390, -0.2648, 4.1016], [0.8864, 0.2978, -4.2541], [-1.2054, 5.5328, -1.4542], [-0.7319, -0.1697, -7.2510], [-1.6411, -4.3959, 0.4419], [-1.7135, -1.5847, -0.4425], [3.0254, -0.0417, 6.8198], [-0.1813, 2.0300, 0.2176], [1.9482, -2.0610, 5.7839], [0.2107, -2.4672, 1.2547], [-0.1778, 1.1314, 3.6963], [3.9221, 2.2076, 6.5810], [-0.8258, 1.6637, -1.9229], [-2.5911, -0.6089, -5.2282], [0.5207, -0.4856, -1.8263], [2.2095, -2.2413, -4.5106], [-0.3062, -3.2330, 2.1229], [1.3614, -0.4239, -2.9786], [-2.2485, -3.5930, 0.0093], [-1.6998, 0.8529, 5.7079], [-2.1064, 1.8754, 5.7757], [3.6278, 4.2836, 2.7954], [-3.3104, -1.6386, -1.1984], [1.8557, -1.1742, 3.7919], [2.1964, 0.1801, -2.5849], [2.7593, -0.0645, 5.7616], [-1.1248, 0.0160, 2.2352], [-2.4997, 5.6642, -0.2317], [3.6334, 2.2367, 5.5262], [3.8386, 3.3678, 4.7545], [1.9720, 2.0528, -3.6977], [-1.9227, 0.2870, 4.3822], [2.8742, -1.6847, -1.2668], [1.4973, -2.0845, 3.3314], [-2.2203, -5.3210, 0.4617], [2.1786, -1.1723, 5.1942], [4.2904, 4.2553, 5.2047], [-2.2226, 0.2229, 6.4379], [2.7505, -2.3909, -2.1194], [-1.4673, 1.3168, -2.7391], [2.1343, -4.3669, -4.1864], [-1.4362, 3.8969, -0.1416], [-0.6300, 0.8777, 5.9275], [2.9157, 2.2641, 2.8047], [-1.2813, -4.0933, 1.8335], [1.9914, -0.0319, 3.0658], [2.1721, -1.5712, -5.3707], [-0.2697, 3.2767, 0.0086], [-2.4961, -4.0178, 3.5701], [-2.8504, 2.8680, 1.0602], [-2.9558, -0.2168, -4.2733], [0.6209, 3.9119, -0.0749], [2.6813, 2.2304, 1.7348], [-2.7024, -0.1285, -0.5464], [-3.6721, -0.5382, 5.0664], [3.7651, -2.6709, -2.4403], [-3.9016, -0.6799, -4.0134], [0.6910, -0.1630, 0.3742], [-1.4733, 5.3183, -0.4253], [0.1801, -0.3124, -5.2946], [-2.4243, 1.8590, -2.6469], [3.2282, 0.5219, -0.2603], [-1.0241, 1.6896, -3.6769], [-2.7223, 2.2714, -0.6228], [-3.1676, -1.1466, 3.4591], [-1.3255, -2.4489, -3.6964], [-1.0335, 0.5136, 3.4148], [-2.7000, 3.1600, 0.0144], [-0.7732, 5.8419, 0.2396], [-0.1611, 0.3648, -6.4728], [1.4307, 3.2875, -5.8097], [3.4720, 3.3852, 3.3928], [1.3397, 1.6106, -4.4682], [-3.8962, 0.4837, 3.6269], [1.0312, 2.2793, -5.6471]],
  "mulliken_charge": [-0.6322, 0.6613, 0.3305, 0.3609, -0.5151, 0.2893, 0.3266, 0.1338, -0.8486, 1.3016, 0.4045, 0.3471, 0.4859, -1.5969, 0.3133, 0.3290, 0.3515, 0.5012, 1.3462, -0.7949, 0.1637, 0.3338, 0.3999, -0.8439, -0.4290, 0.2959, -0.6648, 0.3957, -0.6075, 0.4258, 0.3343, -0.5928, 0.2882, -0.1172, 0.0328, -0.3226, -0.4941, 0.2642, -0.9129, 0.3274, 0.3902, 0.6699, -0.6077, 0.5688, -1.1604, -0.5931, 0.3224, -0.7542, -0.4605, 0.4231, 0.2955, 0.0734, 0.3269, 0.4189, -0.6585, 0.3543, 0.3166, -1.4061, -0.8428, 0.3078, 0.3831, 0.2932, -0.3059, 0.2130, -0.2467, 0.5591, -0.0887, 0.2781, 0.2392, -1.4131, 0.5043, 0.2495, 0.0093, 0.3320, 0.4803, 0.4893, 1.9823, -0.9980, 0.3196, 0.7734, -0.6053, 0.3472, -0.0602, 0.1808, -0.3714, -0.3395, -0.5069, 0.3720, -1.1950, 0.3792, -0.8816, -0.3210, 0.2737, -0.6818]
}

{
  "formula": "C33H50HfN3OP2",
  "method": "the ωB97M-V functional and the def2-TZVPD basis",
  "e_lumo_ev": [-10.68, -10.68],
  "total_charge": 3,
  "e_homo_ha": [-0.565, -0.565],
  "energy_ha": -2256.718072,
  "homo_lumo_gap_ev": [4.702, 4.696],
  "species": ["H", "H", "H", "C", "Hf", "H", "C", "C", "C", "H", "H", "N", "H", "H", "P", "C", "H", "C", "C", "C", "C", "H", "C", "H", "C", "H", "C", "H", "C", "H", "H", "C", "H", "H", "H", "H", "H", "H", "H", "P", "C", "H", "H", "H", "H", "C", "H", "H", "C", "H", "H", "C", "H", "N", "H", "C", "H", "H", "H", "H", "C", "H", "H", "H", "H", "C", "C", "H", "C", "C", "H", "C", "H", "C", "H", "H", "H", "C", "C", "C", "C", "C", "O", "C", "H", "H", "N", "H", "H", "C"],
  "xyz": [[4.4748, 2.4338, 0.2362], [0.9517, -3.1591, 1.2141], [-3.9766, -1.2641, -0.2243], [4.1501, 0.4126, -1.5979], [-0.0542, 0.2064, 0.8739], [2.7707, 2.3235, -0.1900], [-1.9342, -1.8541, -0.6282], [-3.4534, 1.5521, -0.3669], [0.9083, -0.3932, 5.4508], [-3.8467, 1.8553, 4.2768], [4.9858, 1.1062, -1.7873], [-0.6493, -1.4008, -0.5192], [3.3028, 1.8578, 1.4373], [3.7217, -3.6509, 2.3072], [-2.6621, 0.4515, 0.9650], [1.2896, 0.8345, -4.1501], [1.1605, 2.9253, -6.8853], [-2.2458, -2.9170, -1.4440], [-0.4597, 2.1688, 1.8294], [3.9811, -2.9858, -0.5090], [5.1107, -0.0713, 0.6739], [-2.1813, 3.2434, 0.3004], [-2.9086, -0.5124, 3.5353], [2.9055, -2.1149, 2.7331], [-3.5124, 1.9174, 3.2276], [-3.4729, 3.6491, -0.8674], [0.8630, 3.1360, -3.4743], [-5.4671, -0.1916, 3.4166], [-3.2199, 3.0287, 0.0084], [-5.2422, 1.7703, -1.5189], [-3.1985, -3.4052, -1.3102], [0.7665, -0.2681, 4.0387], [1.4116, -0.2372, -3.8550], [-1.6864, 1.4566, -1.6850], [-5.5764, 1.7491, 0.2212], [2.3414, -1.4355, -2.1008], [5.0434, -2.8128, -0.2251], [3.2676, 0.7555, -2.1570], [0.7575, 4.6288, -5.0567], [2.3816, -0.7857, 0.2578], [1.2931, 1.2707, -5.5052], [0.3466, 0.4141, 5.9605], [-4.1660, 2.6420, 2.7161], [2.0994, -4.5069, 0.9230], [-1.8395, -0.3087, 3.6839], [-5.0649, 0.0763, 2.4243], [5.9257, 0.6508, 0.5074], [-2.8640, 0.1508, -1.9517], [1.6382, -1.1173, -1.3179], [3.8071, -2.4947, -1.4933], [4.5584, -2.0895, 2.0706], [-2.9985, -1.2755, 0.2799], [5.4676, -1.0504, 0.3381], [0.5097, -0.2055, 2.8805], [-1.6158, -4.0758, -3.1455], [0.3473, -1.8563, -1.4003], [0.6564, 3.8880, -2.6773], [1.3949, -3.6432, -0.4432], [0.6439, -3.0656, -3.2236], [-5.7008, 0.8775, 2.0191], [-0.0425, -2.7807, -2.3997], [3.8396, -4.0731, -0.6947], [-3.8741, 3.3474, 0.8336], [-3.3995, -0.4649, 4.5193], [4.9128, -0.1020, 1.7520], [1.1043, 1.7623, -3.1046], [-1.3412, -3.3189, -2.4163], [0.5216, -1.3794, 5.7709], [0.8995, 3.5653, -4.8213], [-2.7520, 1.2123, -1.6948], [-5.1590, -0.8199, 1.7902], [1.1208, 2.6356, -5.8424], [-2.4902, 2.3166, 3.2220], [3.5640, 1.8269, 0.3722], [-3.0177, -1.5397, 3.1559], [-3.2145, 1.8081, -2.4953], [1.4357, 0.5302, -6.2890], [3.8702, 0.3939, -0.0959], [-4.9561, 1.2982, -0.5642], [-3.5963, 0.5049, 2.6079], [0.9907, 1.3319, -1.6835], [2.9895, -2.5617, 0.6047], [-0.5376, 3.2866, 2.2428], [3.5895, -2.5976, 2.0166], [4.4646, -0.5621, -1.9855], [-3.1458, -1.9400, 1.1467], [0.4315, 1.6319, -0.6871], [-5.2010, 0.2327, -0.6526], [1.9771, -0.3168, 5.7179], [1.7790, -3.5118, 0.5772]],
  "mulliken_charge": [0.5574, 0.1383, 0.6092, -1.7563, 1.7234, 0.1973, 0.1598, 1.7958, -1.3858, 0.4804, 0.5668, 1.0575, 0.3152, 0.4890, -0.4641, 0.4078, 0.4453, -0.7298, -0.0797, -1.1956, -1.8225, 0.2166, -1.5869, 0.1550, -1.5146, 0.4879, -0.5058, 0.5148, -1.5283, 0.4834, 0.6447, 0.8935, 0.2238, 0.4980, 0.3235, 1.4125, 0.3714, 0.3832, 0.4285, 0.4878, -0.8482, 0.4030, 0.3134, 0.6361, 0.0461, -1.3215, 0.5684, 0.3081, -0.7123, 0.1304, 0.3347, -1.6692, 0.2294, -0.5174, 0.4981, -1.3775, 0.3990, 0.4096, 0.5558, 0.3195, -0.7436, 0.4442, 0.3133, 0.6525, 0.3786, 0.1013, -1.0037, 0.3227, -0.8258, -1.8707, 0.2850, -0.4697, 0.2402, -1.4876, 0.3729, 0.6696, 0.4522, 1.9690, -1.3297, 1.9094, 0.5933, 1.8419, -0.2553, -1.6257, 0.2512, 0.6770, -0.6310, 0.2551, 0.4497, -1.5401]
}